Below is a molecular structure, C3HAgO4 at a distorted geometry, with properties calculated with the ωB97M-V functional and the def2-TZVPD basis.

Atoms and positions in Å:
O (-2.653521, 1.832095, 1.496860)
C (-1.666037, 1.646533, 0.871605)
O (0.661656, 1.961162, 0.436584)
C (-0.543372, 1.478981, 0.156218)
O (1.051338, -1.343800, 0.827820)
C (-0.085079, -1.606813, 0.893200)
O (-1.150904, -2.022164, 1.081231)
Ag (2.375013, 0.621904, 0.282225)
H (-0.765408, 1.016236, -0.825754)

Forces on the atoms, in the same order (eV/Å):
O 0.93 -0.32 -0.71
C 0.03 0.27 0.57
O 1.10 -0.06 0.19
C -1.38 -0.53 -0.53
O -0.32 -0.02 -0.36
C -0.38 -0.76 0.95
O 0.50 0.57 -0.53
Ag -0.55 0.70 0.07
H 0.08 0.15 0.34

Properties
- HOMO (alpha / beta) (eV) = -6.795 / -6.795
- LUMO (alpha / beta) (eV) = -1.4 / -1.4
- calculated total energy (a.u.) = -562.75979
- relative energy (zero: lowest compared OMol25 entry of this formula, charge and spin) (eV) = 0.000
- Kohn-Sham gap (alpha / beta) (eV) = 5.370 / 5.371

Atomic partial charges in e from the Löwdin method, atoms 1 to 8:
1 O 0.11
2 C -0.16
3 O -0.35
4 C -0.41
5 O 0.10
6 C -0.39
7 O 0.23
8 Ag 0.78